{"formula": "C10H12BrNNiP", "method": "ωB97M-V with the def2-TZVPD basis set", "species": ["C", "C", "C", "C", "C", "Ni", "P", "H", "H", "H", "H", "H", "H", "H", "H", "Br", "C", "C", "C", "C", "N", "C", "H", "H", "H", "H"], "xyz": [[0.5862, 0.7036, -2.8115], [-0.5949, -0.1152, -2.9572], [-0.3549, -1.3624, -2.3308], [0.9775, -1.3790, -1.8350], [1.6103, -0.1218, -2.1812], [0.5488, 0.7521, -0.5804], [-0.2453, 2.7189, -0.5289], [0.7795, 1.6497, -3.2901], [-1.5097, 0.1913, -3.4536], [-1.0535, -2.1771, -2.2410], [2.6679, 0.1024, -2.1240], [1.5095, -2.2126, -1.3977], [-1.3011, 3.0738, 0.3792], [-0.6249, 3.3171, -1.7719], [0.8446, 3.5507, -0.1465], [-0.5237, -3.8692, 2.7165], [-0.4243, -2.0077, 2.4560], [-0.5833, -1.1619, 3.5511], [-0.4706, 0.2138, 3.3598], [-0.1834, 0.7047, 2.0882], [-0.0304, -0.1167, 1.0180], [-0.1719, -1.4724, 1.1866], [-0.7842, -1.5805, 4.5258], [-0.5857, 0.9220, 4.1740], [-0.0531, 1.7722, 1.8869], [-0.0293, -2.0959, 0.3078]], "multiplicity": 3, "molar_mass_da": 315.78, "charge": -1, "homo_lumo_gap_ev": [4.09, 6.73], "de_lowest_kcal_mol": 0.0, "homo_energy_ev": [-0.933, -3.586]}